# C5H12NO2

A cluster of 2 separate species, C5H12NO2 in total (ωB97M-V with the def2-TZVPD basis set, the Open Molecules 2025 dataset).

Structure (XYZ):
```
20
C5H12NO2, DFT ωB97M-V with the def2-TZVPD basis set
C 0.557 0.774 1.631
O -0.307 0.539 2.640
C -0.303 0.981 0.232
C 0.199 0.815 -1.179
C 1.414 -0.078 -1.277
C 0.245 -1.962 -0.712
N 1.415 -1.454 -0.896
H 0.931 1.713 1.652
H 1.175 -0.127 1.339
H -0.664 2.018 0.330
H -1.123 0.424 0.408
H 0.365 1.868 -1.417
H -0.327 0.515 -2.011
H 2.291 0.523 -0.696
H 1.679 0.098 -2.428
H 0.044 -2.982 -0.489
H -0.716 -1.284 -0.812
H -2.547 -0.550 0.493
H -1.690 -0.830 1.860
O -2.639 -1.001 1.330
```

Calculated values
2S+1: 1
Kohn-Sham gap (Eh): 0.23845
E_LUMO (eV): 3.6628
Charge: -1
HOMO level (eV): -2.83

***

# C48H45N3O6

A cluster of 8 separate species, C48H45N3O6 in total (ωB97M-V with the def2-TZVPD basis set, the Open Molecules 2025 dataset).

Structure (XYZ):
```
102
C48H45N3O6, DFT ωB97M-V with the def2-TZVPD basis set
O 1.654 -3.973 0.154
N 2.620 -3.695 -0.485
O 2.673 -3.834 -1.690
C 3.849 -3.225 0.223
C 3.716 -2.635 1.455
C 4.860 -2.191 2.113
C 6.158 -2.399 1.587
C 6.264 -2.912 0.311
C 5.092 -3.333 -0.369
H 2.757 -2.550 1.960
H 4.883 -1.740 3.119
H 7.016 -2.018 2.121
H 7.242 -2.995 -0.151
H 5.233 -3.742 -1.330
O -1.489 -0.356 -2.607
N -1.549 -1.252 -1.757
O -2.119 -2.304 -1.896
C -0.971 -0.965 -0.405
C -0.836 0.378 0.040
C -0.387 0.651 1.297
C -0.217 -0.402 2.221
C -0.268 -1.715 1.750
C -0.718 -1.991 0.489
H -1.170 1.218 -0.563
H -0.403 1.704 1.565
H -0.067 -0.276 3.275
H -0.049 -2.476 2.478
H -0.766 -3.046 0.196
O 0.116 5.648 0.751
N 0.369 5.175 -0.361
O 1.400 5.340 -0.938
C -0.684 4.404 -1.046
C -0.581 3.997 -2.365
C -1.528 3.116 -2.885
C -2.682 2.801 -2.138
C -2.828 3.279 -0.822
C -1.816 4.085 -0.306
H 0.230 4.237 -3.039
H -1.428 2.770 -3.908
H -3.460 2.219 -2.597
H -3.732 3.005 -0.265
H -1.939 4.450 0.711
C 3.085 -2.082 5.449
C 2.989 -2.551 6.795
C 3.112 -1.621 7.830
C 3.256 -0.268 7.524
C 3.347 0.166 6.226
C 3.260 -0.769 5.212
H 3.034 -2.773 4.592
H 2.716 -3.553 7.070
H 3.004 -1.920 8.864
H 3.471 0.440 8.315
H 3.584 1.202 6.024
H 3.394 -0.369 4.193
C 1.901 0.398 -2.381
C 2.305 1.505 -3.146
C 3.294 2.314 -2.678
C 3.935 2.060 -1.479
C 3.520 1.003 -0.693
C 2.540 0.133 -1.173
H 1.188 -0.322 -2.749
H 1.864 1.651 -4.138
H 3.658 3.201 -3.166
H 4.663 2.743 -1.063
H 3.958 0.889 0.292
H 2.229 -0.752 -0.611
C -5.574 0.447 -3.797
C -4.248 0.076 -4.133
C -3.474 0.793 -5.038
C -4.001 1.955 -5.601
C -5.303 2.336 -5.305
C -6.080 1.584 -4.413
H -6.165 -0.199 -3.114
H -3.894 -0.856 -3.727
H -2.487 0.393 -5.306
H -3.394 2.509 -6.310
H -5.714 3.278 -5.673
H -7.102 1.914 -4.248
C -3.920 -6.302 -6.173
C -4.922 -5.496 -6.682
C -5.445 -4.461 -5.961
C -4.985 -4.184 -4.676
C -3.988 -4.974 -4.142
C -3.449 -6.031 -4.906
H -3.506 -7.136 -6.723
H -5.313 -5.777 -7.656
H -6.190 -3.803 -6.369
H -5.278 -3.339 -4.079
H -3.661 -4.714 -3.142
H -2.652 -6.697 -4.518
C 0.388 2.950 6.950
C 0.242 4.298 7.183
C 0.127 5.169 6.093
C 0.111 4.651 4.792
C 0.212 3.305 4.577
C 0.380 2.457 5.681
H 0.494 2.304 7.836
H 0.201 4.617 8.213
H -0.062 6.215 6.319
H 0.053 5.300 3.936
H 0.249 2.852 3.569
H 0.601 1.390 5.537
```

Calculated values
2S+1: 1
Kohn-Sham gap (Eh): 0.31638
E_LUMO (eV): -0.5164
Charge: 0
HOMO level (eV): -9.13
Structure (SMILES): O=[N+]([O-])c1ccccc1.O=[N+]([O-])c1ccccc1.O=[N+]([O-])c1ccccc1.c1ccccc1.c1ccccc1.c1ccccc1.c1ccccc1.c1ccccc1

***

# C4H11NS2

An isolated molecule of C4H11NS2 (ωB97M-V with the def2-TZVPD basis set, the Open Molecules 2025 dataset).

Structure (XYZ):
```
18
C4H11NS2, DFT ωB97M-V with the def2-TZVPD basis set
C 1.755 1.507 0.783
C 0.212 1.445 0.934
N -0.362 0.123 1.139
C -0.216 -0.769 -0.018
C -1.292 -0.365 -1.042
S -1.211 -1.230 -2.616
S -0.937 -3.308 -2.197
H 2.120 0.781 0.058
H 2.102 2.503 0.502
H 2.289 1.347 1.730
H -0.088 2.105 1.743
H -0.031 1.894 -0.032
H 0.095 -0.257 1.953
H -0.441 -1.763 0.351
H 0.703 -0.815 -0.629
H -1.311 0.710 -1.159
H -2.256 -0.707 -0.633
H -1.131 -3.200 -0.865
```

Calculated values
2S+1: 1
Kohn-Sham gap (Eh): 0.31343
E_LUMO (eV): 0.3693
Charge: 0
HOMO level (eV): -8.16
Structure (SMILES): CCNCCSS

***

# C8H13Cl2N2O2

The ion C8H13Cl2N2O2 with charge +1 (ωB97M-V with the def2-TZVPD basis set, the Open Molecules 2025 dataset).

Structure (XYZ):
```
27
C8H13Cl2N2O2, DFT ωB97M-V with the def2-TZVPD basis set
C 0.147 0.037 2.486
C -0.254 -0.471 1.076
C -1.496 -1.268 0.995
C 0.785 -0.956 0.085
C 2.250 -1.004 0.349
C 3.195 -0.396 -0.362
Cl 4.833 -0.312 -0.130
Cl 2.742 0.596 -1.777
C 0.140 0.393 -0.093
O 0.815 1.528 0.317
C -1.084 0.662 -1.076
N -1.919 1.504 -0.600
N -1.008 0.403 -2.354
O -2.016 0.729 -3.192
H -0.301 0.969 2.721
H 1.218 0.073 2.623
H -0.361 -0.618 3.160
H -2.443 -0.673 1.149
H -1.303 -2.155 1.784
H -1.669 -1.602 -0.051
H 0.459 -1.668 -0.735
H 2.600 -1.646 1.202
H 1.306 1.889 -0.418
H -1.687 1.704 0.383
H -2.867 1.628 -0.971
H -0.513 -0.496 -2.549
H -1.569 1.149 -4.021
```

Calculated values
2S+1: 1
Kohn-Sham gap (Eh): 0.34215
E_LUMO (eV): -3.3435
Charge: +1
HOMO level (eV): -12.65
Structure (SMILES): CC1(C)[C@H](C=C(Cl)Cl)[C@@]1(O)/C(N)=[NH+]/O

***

# C4H8CeFO2

A structure of composition C4H8CeFO2 (ωB97M-V with the def2-TZVPD basis set, the Open Molecules 2025 dataset).

Structure (XYZ):
```
16
C4H8CeFO2, DFT ωB97M-V with the def2-TZVPD basis set
O -0.192 -1.378 1.956
C -0.390 -0.016 2.147
C -0.872 0.594 0.832
O 0.113 0.222 -0.148
C -0.111 0.685 -1.485
C 0.402 -0.272 -2.498
Ce 0.957 -1.941 0.422
H 0.388 0.685 2.516
H -0.928 1.692 0.876
H -1.850 0.186 0.528
H 0.422 1.651 -1.536
H -1.187 0.879 -1.612
H 1.461 -0.271 -2.756
H -0.293 -0.966 -2.975
H -0.984 -0.001 3.144
F 3.064 -1.750 0.589
```

Calculated values
2S+1: 3
Kohn-Sham gap (spin up / spin down) (Eh): 0.33304 / 0.32844
E_LUMO (spin up / spin down) (eV): -4.2348 / -5.5217
Charge: +1
HOMO level (spin up / spin down) (eV): -13.30 / -14.46

***

# C41H70N4O16

A cluster of 9 separate species, C41H70N4O16 in total (ωB97M-V with the def2-TZVPD basis set, the Open Molecules 2025 dataset).

Structure (XYZ):
```
131
C41H70N4O16, DFT ωB97M-V with the def2-TZVPD basis set
C -1.044 -3.151 -2.810
C -2.538 -2.874 -3.211
C -2.622 -1.689 -4.212
C -3.151 -4.133 -3.890
C -3.564 -5.250 -2.993
C -4.507 -4.743 -1.897
C -3.936 -3.519 -1.122
C -5.173 -2.857 -0.383
C -2.948 -4.144 -0.111
N -3.316 -2.508 -2.016
O -2.818 -1.366 -1.326
H -0.600 -2.328 -2.251
H -0.924 -4.012 -2.152
H -0.370 -3.315 -3.650
H -2.031 -1.770 -5.124
H -3.650 -1.434 -4.471
H -2.198 -0.742 -3.879
H -3.961 -3.980 -4.604
H -2.282 -4.505 -4.434
H -4.007 -6.068 -3.562
H -2.691 -5.711 -2.531
H -4.737 -5.622 -1.295
H -5.449 -4.492 -2.384
H -5.959 -2.686 -1.118
H -4.899 -2.014 0.251
H -5.496 -3.569 0.377
H -3.408 -4.811 0.617
H -2.587 -3.331 0.520
H -2.103 -4.622 -0.608
H -3.543 -0.745 -1.421
C 1.019 1.108 4.698
C -0.340 1.621 4.999
C -0.286 2.569 6.223
O -1.047 3.721 5.760
C -1.317 3.635 4.486
O -1.883 4.539 3.893
O -0.832 2.478 3.980
H 1.421 0.489 5.501
H 1.759 1.873 4.464
H 1.058 0.449 3.831
H -0.961 0.761 5.250
H 0.671 2.893 6.630
H -0.792 2.041 7.032
C 5.987 2.211 -1.472
C 6.326 3.647 -0.935
C 5.115 4.550 -0.813
O 5.393 5.165 0.474
C 6.227 4.403 1.192
O 6.627 4.633 2.365
O 6.691 3.442 0.421
H 5.618 2.235 -2.497
H 5.139 1.809 -0.916
H 6.771 1.484 -1.262
H 7.144 4.111 -1.487
H 4.115 4.129 -0.914
H 5.172 5.285 -1.616
C 0.745 5.190 -2.816
C -0.543 4.404 -2.846
C -0.453 2.918 -2.787
O -1.133 2.580 -1.593
C -1.748 3.668 -1.124
O -2.497 3.664 -0.164
O -1.352 4.703 -1.787
H 1.431 4.750 -3.540
H 1.125 5.272 -1.798
H 0.579 6.228 -3.104
H -1.076 4.658 -3.763
H 0.594 2.617 -2.769
H -0.867 2.451 -3.680
C -3.983 0.815 3.428
C -4.623 2.144 3.803
C -4.522 3.257 2.740
O -5.892 3.598 2.531
C -6.669 2.960 3.382
O -7.881 3.138 3.509
O -6.008 2.008 3.980
H -4.122 0.154 4.284
H -2.900 0.871 3.324
H -4.349 0.330 2.523
H -4.201 2.423 4.768
H -4.109 3.021 1.760
H -4.103 4.181 3.140
C 3.982 -4.825 -4.677
C 4.386 -4.806 -3.215
C 5.702 -3.997 -3.027
O 5.345 -3.049 -2.035
C 4.088 -3.069 -1.780
O 3.464 -2.305 -0.997
O 3.471 -4.019 -2.489
H 3.573 -3.862 -4.983
H 3.334 -5.660 -4.945
H 4.833 -4.949 -5.346
H 4.462 -5.786 -2.744
H 6.011 -3.424 -3.902
H 6.613 -4.549 -2.800
C -0.199 -6.028 1.366
C 0.828 -5.056 0.835
C 1.613 -4.151 1.795
C 0.856 -3.250 2.750
N 0.304 -2.624 3.523
H -1.004 -5.481 1.857
H 0.319 -6.675 2.074
H -0.566 -6.770 0.657
H 0.408 -4.478 0.012
H 1.647 -5.606 0.373
H 2.239 -3.517 1.168
H 2.286 -4.784 2.374
C 0.589 5.901 1.235
C 0.695 4.359 1.083
C 1.955 3.865 1.902
C 2.143 4.422 3.223
N 2.326 4.856 4.270
H 0.239 6.234 2.212
H -0.151 6.293 0.537
H 1.554 6.337 0.978
H 0.744 3.964 0.068
H -0.149 3.854 1.552
H 2.863 4.185 1.390
H 1.896 2.778 1.832
C -0.058 0.340 1.080
C 0.391 -0.806 0.179
C 0.975 -0.246 -1.172
C 1.810 1.040 -1.145
N 2.475 2.028 -1.156
H -0.498 0.134 2.056
H -0.864 0.872 0.574
H 0.740 1.055 1.283
H -0.457 -1.461 -0.019
H 1.144 -1.480 0.586
H 0.145 -0.193 -1.877
H 1.771 -0.903 -1.521
```

Calculated values
2S+1: 1
Kohn-Sham gap (Eh): 0.31156
E_LUMO (eV): -0.0885
Charge: 0
HOMO level (eV): -8.57
Structure (SMILES): CC1(C)CCCC(C)(C)N1O.C[C@H]1COC(=O)O1.C[C@H]1COC(=O)O1.C[C@H]1COC(=O)O1.C[C@H]1COC(=O)O1.C[C@H]1COC(=O)O1.CCCC#N.CCCC#N.CCCC#N

***

| no. | DFT total energy (a.u.) |
| --- | --- |
| 1 | -402.82395 |
| 2 | -2471.45948 |
| 3 | -1010.09416 |
| 4 | -1492.64301 |
| 5 | -882.41394 |
| 6 | -3027.04308 |